*1*
24
Properties=species:S:1:pos:R:3:nbo_charge:R:1 method="wB97M-V/def2-TZVPD" total_charge=0
O -0.1423 0.2014 -0.2130 -0.968
H -0.5103 1.0475 0.0416 0.442
H 0.4630 -0.0198 0.4948 0.434
O 2.8701 -0.4995 0.2986 -0.944
H 2.0219 -0.2428 0.6604 0.427
H 3.2692 -1.0384 0.9816 0.451
O 1.0705 -0.0771 1.3883 -0.872
H 1.7333 0.0514 2.0668 0.541
H 0.2662 -0.2668 1.8713 0.529
O 1.0702 -2.3749 1.4933 -0.943
H 0.4436 -3.0969 1.4459 0.475
H 0.6229 -1.6409 1.0721 0.452
O -2.2448 0.9992 -0.7845 -1.013
H -2.5354 0.1296 -1.0597 0.481
H -1.3615 1.0819 -1.1438 0.418
O -0.4643 0.7656 -2.2206 -0.914
H -0.2678 0.2516 -1.4374 0.462
H 0.0877 1.5436 -2.1417 0.428
O -1.5083 -1.3258 -1.3218 -0.976
H -2.0144 -1.9839 -0.8454 0.453
H -1.0233 -0.8576 -0.6422 0.462
O -0.6519 2.0872 0.1361 -0.840
H -0.3988 2.8738 0.6192 0.508
H -0.7955 2.3917 -0.7600 0.505



*2*
24
Properties=species:S:1:pos:R:3:nbo_charge:R:1 method="wB97M-V/def2-TZVPD" smiles=O.O.O.O.O.O.O.O total_charge=0
O -0.1270 3.8004 0.2607 -0.949
H -0.5627 4.5152 -0.2034 0.492
H 0.8032 3.9229 0.0711 0.487
O -1.1994 -1.6675 1.7212 -0.951
H -0.5766 -2.3567 1.4902 0.453
H -0.8309 -0.8722 1.3364 0.489
O -1.7029 -0.7524 -2.4519 -0.969
H -1.3015 -1.5280 -2.0600 0.484
H -2.6404 -0.9456 -2.4602 0.473
O -0.6509 -3.2323 -1.6067 -0.959
H 0.0834 -2.6894 -1.3198 0.484
H -0.6551 -3.9712 -0.9982 0.481
O -1.5465 3.7964 2.4546 -0.960
H -1.2101 4.5753 2.8980 0.456
H -1.0058 3.7153 1.6689 0.477
O 2.0425 -1.1397 1.6727 -0.952
H 1.6619 -0.3811 1.2300 0.490
H 2.1237 -1.8022 0.9866 0.448
O 1.8903 -1.5908 -1.3781 -0.965
H 2.6363 -2.1578 -1.1825 0.482
H 2.1254 -1.1597 -2.1997 0.488
O 0.2100 0.3911 0.3240 -0.963
H 0.1958 1.3476 0.3559 0.493
H 0.2375 0.1825 -0.6098 0.493



*3*
24
Properties=species:S:1:pos:R:3:nbo_charge:R:1 method="wB97M-V/def2-TZVPD" smiles=O.O.O.O.O.O.O.O total_charge=0
O -0.9032 -1.9144 2.7601 -0.943
H -0.3896 -1.5480 2.0109 0.478
H -1.7829 -1.9995 2.3762 0.463
O -1.0511 1.4892 -1.0514 -0.999
H -0.9876 2.4569 -1.0827 0.498
H -0.6984 1.1934 -0.1996 0.516
O -2.3853 -1.0307 -1.4660 -0.969
H -1.8664 -0.2466 -1.2559 0.501
H -2.9927 -1.1292 -0.7213 0.474
O -0.0646 -2.4832 -1.3060 -0.984
H -0.0321 -3.4387 -1.2832 0.476
H -0.9422 -2.2503 -1.6422 0.503
O 0.4443 -0.1241 0.4385 -1.022
H 0.3205 -0.9854 0.0084 0.505
H 1.1870 0.2598 -0.0314 0.517
O 1.6872 2.1953 0.2251 -0.981
H 1.9824 2.1231 1.1444 0.501
H 2.5166 2.1956 -0.2564 0.470
O 1.1039 0.5610 -2.4362 -0.975
H 0.4326 1.0033 -1.9242 0.483
H 0.5675 -0.0039 -3.0308 0.467
O 1.5108 1.3278 2.6077 -0.976
H 0.7934 0.6395 2.5985 0.512
H 1.5497 1.7089 3.5173 0.484



*4*
24
Properties=species:S:1:pos:R:3:nbo_charge:R:1 method="wB97M-V/def2-TZVPD" smiles=O.O.O.O.O.O.O.O total_charge=0
H -0.2875 0.4228 0.8308 0.442
H -0.4486 1.8535 1.2154 0.483
H 1.3676 0.3280 -4.1446 0.461
H 0.0429 0.8427 -3.8107 0.461
H -0.3386 -1.2017 1.8565 0.445
H 0.9311 -0.6138 2.0721 0.456
H -5.1871 -0.9867 -0.0220 0.468
H -4.1530 -0.4570 -0.9681 0.455
H -1.9577 0.8590 -1.4177 0.459
H -3.0095 1.5543 -2.3028 0.475
H 3.3174 -1.6228 -2.4725 0.454
H 2.6939 -1.3319 -1.2173 0.445
H 3.4260 0.9208 4.6056 0.453
H 2.5911 1.6006 5.5116 0.461
H 0.0047 -0.9490 -0.3220 0.441
H 1.4951 -0.9317 -0.0257 0.444
O -0.5195 0.9585 1.5762 -0.931
O 0.8162 0.4343 -3.4040 -0.923
O 0.4969 -1.4978 2.1246 -0.902
O -4.8919 -0.1432 -0.3515 -0.923
O -2.1586 1.6814 -1.8184 -0.934
O 2.4343 -1.3900 -2.1082 -0.900
O 2.5545 1.1470 4.6513 -0.914
O 0.7804 -1.4774 -0.0586 -0.877



Relative energies, unit eV: *1* 12.145; *2* 0.742; *3* 0.000; *4* 3.673



*1*
24
Properties=species:S:1:pos:R:3:nbo_charge:R:1 method="wB97M-V/def2-TZVPD" smiles=O.O.O.O.O.O.O.O total_charge=0
O 0.1940 2.4120 1.8627 -0.961
H 0.7812 2.9499 1.3315 0.459
H 0.0950 1.6008 1.3643 0.481
O 1.3611 -0.3377 -1.8585 -0.956
H 1.2285 -1.1745 -2.3039 0.483
H 1.0231 0.3161 -2.4705 0.501
O -2.0533 -2.3911 1.2670 -0.955
H -2.1834 -2.1429 0.3518 0.479
H -2.6679 -3.1109 1.4102 0.471
O -2.6300 -0.5796 -0.8536 -0.960
H -2.5060 -0.4912 -1.7986 0.479
H -3.5021 -0.2200 -0.6913 0.489
O -1.4895 2.6437 -1.7210 -0.938
H -2.3018 2.5714 -2.2222 0.458
H -1.4772 1.8613 -1.1697 0.479
O 2.2519 0.4418 2.8352 -0.931
H 1.6009 0.0988 2.2231 0.472
H 2.4747 -0.3045 3.3917 0.457
O -0.0452 0.1772 0.3943 -0.983
H 0.5078 -0.3302 -0.1999 0.495
H -0.8282 -0.3608 0.5115 0.493
O 3.7133 -0.9967 -0.5083 -0.944
H 3.5700 -1.9054 -0.2438 0.456
H 2.8832 -0.7276 -0.9018 0.476



*2*
24
Properties=species:S:1:pos:R:3:nbo_charge:R:1 method="wB97M-V/def2-TZVPD" smiles=O.O.O.O.O.O.O.O total_charge=0
O -2.9108 1.4082 0.1209 -0.967
H -2.7148 0.6182 -0.3391 0.498
H -3.7148 1.7002 -0.2581 0.471
O 2.6282 -1.8728 0.6289 -0.927
H 2.6522 -0.9628 0.8499 0.470
H 3.5452 -1.9448 0.3119 0.469
O 0.7752 -1.3098 -1.4391 -0.967
H 1.3722 -1.3238 -0.7111 0.488
H 1.0462 -2.0838 -1.9631 0.472
O -0.2448 -1.6088 2.7409 -0.974
H -0.0858 -2.3638 2.1759 0.460
H -0.3658 -0.8258 2.1909 0.499
O 2.4082 1.1972 -0.1451 -0.930
H 2.9342 1.3232 0.6359 0.464
H 3.1042 0.8812 -0.7211 0.474
O -1.0548 2.6172 -1.5241 -0.983
H -1.5228 3.1532 -2.1511 0.468
H -1.6168 2.4162 -0.7461 0.489
O -2.1278 -0.9428 -0.7891 -0.972
H -2.3858 -1.7928 -0.4451 0.479
H -1.1738 -1.0368 -0.8751 0.509
O -0.2748 0.7892 1.1919 -0.950
H -0.8308 1.0402 0.4639 0.480
H 0.5572 0.9242 0.7959 0.477



Relative energies, unit eV: *1* 0.294; *2* 0.000



*1*
24
Properties=species:S:1:pos:R:3:nbo_charge:R:1 method="wB97M-V/def2-TZVPD" smiles=CC1(C)C[C@](O)(C#N)CCO1 total_charge=0
N -0.4793 1.2601 3.7481 -0.303
C -0.0544 1.0462 2.6728 0.265
O 1.6641 0.9357 1.0588 -0.716
O -0.9084 0.2004 -1.2803 -0.547
C 1.2117 -1.1399 -1.2380 -0.650
C -1.0217 -2.1539 -0.9251 -0.617
C -0.3588 1.4974 -1.0548 -0.067
C -0.4581 1.8287 0.4147 -0.432
C -0.1389 -0.5875 0.8714 -0.431
C 0.2736 0.8124 1.2628 0.137
C -0.2026 -0.8867 -0.6712 0.277
H 2.0814 1.7235 1.4032 0.487
H 1.1080 -1.4362 -2.2991 0.213
H 1.8193 -0.2170 -1.1895 0.223
H 1.7204 -1.9482 -0.6935 0.219
H -1.9748 -2.0577 -0.4073 0.213
H -0.5013 -3.0679 -0.5939 0.216
H -1.2468 -2.2086 -1.9939 0.225
H 0.6954 1.5315 -1.4135 0.178
H -0.9481 2.2540 -1.6098 0.203
H -1.5193 1.8574 0.7126 0.227
H -0.0499 2.8211 0.5804 0.218
H -1.1961 -0.7167 1.2688 0.227
H 0.4847 -1.3482 1.3764 0.234



*2*
24
Properties=species:S:1:pos:R:3:nbo_charge:R:1 method="wB97M-V/def2-TZVPD" smiles="O=C(O)C12CCCN1CCC2" total_charge=0
C -2.0308 -0.6242 0.3620 0.786
C -0.6069 -0.2735 -0.2634 0.032
C 0.0247 -1.4766 -1.0066 -0.418
C 1.4908 -1.4283 -0.4428 -0.417
C 1.3644 -0.8995 1.0010 -0.216
C 0.7649 1.4521 0.6379 -0.208
C -0.3652 2.0965 -0.1523 -0.422
C -0.8311 1.0399 -1.1339 -0.407
H -1.1503 -0.5234 2.0200 0.513
H -0.5319 -2.4286 -0.7944 0.219
H -0.0196 -1.3289 -2.0860 0.222
H 2.1593 -2.3547 -0.4745 0.225
H 1.8874 -0.6012 -0.9793 0.196
H 1.0089 -1.7270 1.6918 0.186
H 2.3054 -0.5047 1.3807 0.214
H 1.0265 1.9194 1.6057 0.207
H 1.6968 1.4756 -0.0047 0.160
H -1.1558 2.2732 0.5656 0.212
H -0.1399 3.0632 -0.6710 0.223
H -1.8862 1.0898 -1.4443 0.251
H -0.2316 0.9074 -2.0275 0.201
N 0.2807 0.1192 0.8787 -0.493
O -2.0718 -0.5422 1.6750 -0.671
O -2.9888 -0.7236 -0.3377 -0.593



Relative energies, unit eV: *1* 0.640; *2* 0.000